This record from the OMol25 dataset describes an isolated molecule of C4H7NO at a distorted geometry. The level of theory is ωB97M-V with the def2-TZVPD basis set.

Geometry as XYZ:
```
13
Properties=species:S:1:pos:R:3:forces:R:3:mulliken_charge:R:1
C -0.07815 -1.45784 1.26507 0.28 -0.15 -0.05 -0.61
O -0.58687 -1.09215 -0.01126 0.93 -0.81 -0.69 -0.42
C 0.24417 -0.10325 -0.77604 -0.16 -1.11 0.44 -0.41
C -0.55208 1.14760 -0.47012 -0.95 -0.79 0.69 -0.43
C 0.07951 2.10727 0.42876 0.18 0.36 0.82 0.27
N 0.55046 2.82281 1.21032 -0.42 -0.71 -0.93 -0.45
H 0.73653 -2.16181 1.09597 0.15 -0.03 0.36 0.29
H 0.27797 -0.59022 1.84262 -0.08 -0.14 -0.19 0.30
H -0.87634 -1.95409 1.83188 0.17 0.16 -0.31 0.22
H 1.26852 -0.12368 -0.40015 -0.07 0.02 -0.13 0.37
H 0.18590 -0.41940 -1.81864 0.11 0.07 0.19 0.24
H -1.22539 0.27521 0.09977 -0.31 3.46 -0.60 0.27
H -1.03009 1.65062 -1.32504 0.18 -0.34 0.40 0.36
```
Positions in Å, forces in eV/Å.

Values from the calculation:
relative energy (zero: lowest compared OMol25 entry of this formula, charge and spin) = 295.7 kJ/mol
E_HOMO = -0.3708 Eh
Kohn-Sham gap = 10.9 eV
SMILES = COCCC#N